(1)
2 unconnected molecules or ions with the total composition C2H2N2O2 at a distorted geometry, computed with the ωB97M-V functional and the def2-TZVPD basis.

Properties
**LUMO (spin up / spin down)**: -0.121 / -0.121 Ha
**Frontier orbital gap (spin up / spin down)**: 8.9 / 8.9 eV
**Energy relative to the best compared isomer or geometry (same formula, charge and spin)**: 179.6 kcal per mole
**DFT total energy**: -337.1381 Eh

Structure (ORCA input):
```
! RIJCOSX wB97M-V def2-TZVPD def2/J DEFGRID3
* xyz 0 1
C -1.89 -0.10 -0.10
C 0.28 0.59 -0.01
N -2.98 -0.37 -0.24
N 1.18 -0.48 0.05
O 1.53 -0.88 -1.08
O 1.48 -0.98 1.15
H 0.40 1.26 -0.89
H -0.01 0.96 1.11
*
```

=====

(2)
A single C2HClFP molecule at a distorted geometry, computed with the ωB97M-V functional and the def2-TZVPD basis.

Properties
**LUMO (spin up / spin down)**: -0.023 / -0.046 Ha
**Frontier orbital gap (spin up / spin down)**: 7.5 / 6.6 eV
**Energy relative to the best compared isomer or geometry (same formula, charge and spin)**: 48.9 kcal per mole
**DFT total energy**: -978.0814 Eh

Structure (ORCA input):
```
! RIJCOSX wB97M-V def2-TZVPD def2/J DEFGRID3
* xyz 0 1
C -0.07 -0.11 0.22
C 0.20 0.71 1.20
F -0.52 -1.49 -1.85
P -0.13 0.04 -1.73
Cl 1.06 1.94 1.95
H -0.55 -1.10 0.21
*
```

=====

(3)
2 unconnected molecules or ions with the total composition CH3FO3 at a distorted geometry, computed with the ωB97M-V functional and the def2-TZVPD basis.

Properties
**LUMO**: 0.012 Ha
**Frontier orbital gap**: 12.6 eV
**SMILES string**: O=C(O)O.F
**Energy relative to the best compared isomer or geometry (same formula, charge and spin)**: 0.0 kcal per mole
**DFT total energy**: -365.5236 Eh

Structure (ORCA input):
```
! RIJCOSX wB97M-V def2-TZVPD def2/J DEFGRID3
* xyz 0 1
O 0.08 0.96 0.00
C -0.59 -0.04 0.10
O -1.94 0.07 0.00
O -0.30 -1.35 0.16
H -2.05 1.07 -0.21
H 0.61 -1.55 0.17
F 2.52 0.16 -0.10
H 1.68 0.67 -0.12
*
```

=====

(4)
A molecular structure, C27H28FN2S at a distorted geometry, computed with the ωB97M-V functional and the def2-TZVPD basis.

Properties
**LUMO**: -0.149 Ha
**Frontier orbital gap**: 7.2 eV
**DFT total energy**: -1652.9209 Eh

Structure (ORCA input):
```
! RIJCOSX wB97M-V def2-TZVPD def2/J DEFGRID3
* xyz 1 1
F -3.24 0.29 4.77
C -1.96 0.61 4.37
C -1.35 1.70 4.98
C -0.02 1.89 4.65
C 0.61 1.13 3.64
C -0.14 0.23 2.78
C 0.44 -0.30 1.47
C 0.56 -1.79 1.51
C 1.82 -2.47 1.54
C 1.91 -3.87 1.55
C 0.76 -4.67 1.59
C -0.48 -4.04 1.66
C -0.58 -2.65 1.63
C -1.35 -0.18 3.39
H -1.89 2.32 5.70
H 0.52 2.69 5.17
H 1.68 1.31 3.50
H 1.46 0.13 1.35
H 2.75 -1.90 1.53
H 2.88 -4.37 1.52
H 0.83 -5.77 1.57
H -1.39 -4.64 1.72
H -1.57 -2.20 1.64
H -1.86 -1.10 3.11
C 0.96 4.23 -0.74
C 0.96 2.83 -0.10
C 2.39 2.30 -0.07
C 0.32 3.01 1.25
C 0.05 1.85 -0.87
C 0.32 2.02 -2.34
C -0.61 1.17 -3.14
N -0.54 -0.17 -2.60
C -0.93 -1.25 -3.40
C -0.75 -2.46 -2.73
C -1.12 -3.65 -3.34
C -1.62 -3.65 -4.64
C -1.76 -2.43 -5.33
C -1.43 -1.22 -4.70
S -0.07 -2.22 -1.16
C -0.16 -0.46 -1.30
N 0.07 0.42 -0.33
H -0.06 4.62 -0.87
H 1.49 4.93 -0.07
H 1.49 4.27 -1.70
H 2.42 1.22 0.11
H 2.88 2.50 -1.03
H 2.96 2.81 0.71
H 0.07 2.03 1.64
H 0.99 3.51 1.96
H -0.63 3.55 1.17
H -0.99 2.17 -0.71
H 0.09 3.05 -2.61
H 1.36 1.85 -2.61
H -1.64 1.55 -3.15
H -0.31 1.15 -4.19
H -1.00 -4.56 -2.75
H -1.89 -4.59 -5.12
H -2.15 -2.45 -6.35
H -1.57 -0.28 -5.24
*
```

=====

(5)
5 unconnected molecules or ions with the total composition CH11NO4 at a distorted geometry, computed with the ωB97M-V functional and the def2-TZVPD basis.

Properties
**LUMO**: 0.024 Ha
**Frontier orbital gap**: 11.0 eV
**SMILES string**: C=N.O.O.O.O
**Energy relative to the best compared isomer or geometry (same formula, charge and spin)**: 30.8 kcal per mole
**DFT total energy**: -400.3725 Eh

Structure (ORCA input):
```
! RIJCOSX wB97M-V def2-TZVPD def2/J DEFGRID3
* xyz 0 1
C 1.88 1.23 -0.76
N 1.16 1.13 -1.79
H 1.57 0.92 0.23
H 2.93 1.53 -0.65
H 1.59 1.37 -2.68
O 0.00 -1.20 1.94
H -0.78 -0.78 2.34
H -0.45 -1.70 1.26
O -2.45 0.19 1.98
H -2.31 0.42 1.03
H -3.30 -0.24 1.83
O 1.77 -1.38 -0.78
H 0.92 -1.00 -0.60
H 1.92 -2.22 -0.33
O -1.75 0.42 -0.73
H -0.79 0.59 -0.67
H -1.90 0.72 -1.64
*
```

=====

(6)
2 unconnected molecules or ions with the total composition HN3O4S at a distorted geometry, computed with the ωB97M-V functional and the def2-TZVPD basis.

Properties
**LUMO (spin up / spin down)**: -0.089 / -0.059 Ha
**Frontier orbital gap (spin up / spin down)**: 7.6 / 8.1 eV
**Energy relative to the best compared isomer or geometry (same formula, charge and spin)**: 86.6 kcal per mole
**DFT total energy**: -863.7904 Eh

Structure (ORCA input):
```
! RIJCOSX wB97M-V def2-TZVPD def2/J DEFGRID3
* xyz 0 1
N 0.21 0.00 0.11
N -0.91 -0.04 0.53
N -0.53 1.77 -2.28
O -0.20 2.89 -2.10
O -0.33 0.91 -3.06
O -2.65 1.93 0.50
O -3.14 -0.10 -0.84
S -2.21 0.92 -0.42
H 0.91 -0.54 0.63
*
```

=====

(7)
3 unconnected molecules or ions with the total composition C4H13NO2 at a distorted geometry, computed with the ωB97M-V functional and the def2-TZVPD basis.

Properties
**LUMO**: 0.030 Ha
**Frontier orbital gap**: 8.8 eV
**SMILES string**: C1CCNC1.O.O
**Energy relative to the best compared isomer or geometry (same formula, charge and spin)**: 30.8 kcal per mole
**DFT total energy**: -365.3934 Eh

Structure (ORCA input):
```
! RIJCOSX wB97M-V def2-TZVPD def2/J DEFGRID3
* xyz 0 1
C -0.93 0.04 0.65
C 0.16 0.63 -0.25
C 1.33 0.66 0.76
N 1.22 -0.61 1.36
C -0.25 -1.00 1.43
H -1.69 -0.35 -0.09
H -1.38 0.85 1.19
H -0.04 1.62 -0.65
H 0.48 0.00 -1.09
H 2.30 0.91 0.35
H 1.12 1.46 1.44
H 1.97 -1.28 1.49
H -0.62 -0.92 2.50
H -0.44 -2.05 1.01
O 1.98 -1.52 -1.76
H 2.03 -2.47 -2.00
H 2.27 -1.53 -0.88
O -3.05 1.62 -1.55
H -2.56 2.39 -1.90
H -3.90 1.57 -2.02
*
```